The following is a DFT calculation (ωB97M-V/def2-TZVPD) of C30H40Cl3NO8PSSiTi as an isolated structure.

Each line ends with the Löwdin charge.
Element x y z (Å)
Ti (1.075, -1.197, 0.568)  0.713
C (4.108, 0.796, 0.426)  -0.060
C (3.961, -0.357, 1.431)  -0.554
C (5.370, -0.938, 1.662)  -0.068
C (3.015, -1.433, 0.859)  -0.121
C (3.457, 0.132, 2.794)  -0.190
C (3.085, -0.816, 3.752)  -0.039
C (2.588, -0.433, 4.983)  -0.081
C (2.451, 0.914, 5.289)  -0.109
C (2.844, 1.862, 4.363)  -0.097
C (3.351, 1.476, 3.128)  -0.037
H (4.430, 0.389, -0.535)  0.090
H (4.861, 1.517, 0.763)  0.078
H (3.167, 1.311, 0.272)  0.055
H (5.782, -1.295, 0.714)  0.080
H (5.344, -1.769, 2.370)  0.075
H (6.035, -0.169, 2.065)  0.078
H (3.576, -2.366, 0.748)  0.030
H (3.153, -1.866, 3.497)  0.118
H (2.272, -1.190, 5.691)  0.098
H (2.017, 1.214, 6.235)  0.088
H (2.735, 2.918, 4.588)  0.090
H (3.618, 2.236, 2.404)  0.101
O (-0.751, -1.693, -0.110)  -0.635
S (-1.789, -0.816, 0.597)  1.044
C (-2.844, -1.939, 1.544)  -0.327
C (-3.578, -1.502, 2.638)  -0.082
C (-4.422, -2.388, 3.294)  -0.095
C (-4.535, -3.701, 2.858)  -0.114
C (-3.767, -4.142, 1.787)  -0.086
C (-2.916, -3.264, 1.137)  -0.052
C (-3.019, -0.897, -0.848)  -0.284
C (-2.568, -1.177, -2.131)  -0.070
C (-3.429, -1.086, -3.216)  -0.089
C (-4.742, -0.675, -3.032)  -0.121
C (-5.189, -0.365, -1.753)  -0.112
C (-4.334, -0.479, -0.668)  -0.098
H (-3.466, -0.484, 2.982)  0.102
H (-4.997, -2.057, 4.152)  0.092
H (-5.221, -4.381, 3.352)  0.086
H (-3.837, -5.173, 1.460)  0.095
H (-2.298, -3.591, 0.307)  0.113
H (-1.540, -1.489, -2.265)  0.072
H (-3.077, -1.347, -4.208)  0.094
H (-5.415, -0.602, -3.879)  0.085
H (-6.212, -0.035, -1.604)  0.088
H (-4.694, -0.258, 0.332)  0.103
C (-2.471, 2.789, 0.508)  -0.033
C (-1.096, 2.954, -0.133)  -0.595
C (-1.196, 3.901, -1.331)  -0.040
C (-0.125, 3.501, 0.915)  -0.032
O (-0.713, 1.635, -0.625)  -0.181
P (0.697, 1.345, -1.326)  0.344
O (1.616, 2.504, -1.243)  -0.269
O (1.244, -0.026, -0.935)  -0.393
O (0.112, 1.179, -2.832)  -0.155
C (0.898, 0.866, -3.995)  -0.625
C (0.906, 2.129, -4.861)  -0.038
C (0.157, -0.265, -4.705)  -0.026
C (2.340, 0.445, -3.698)  -0.042
H (-2.872, 3.772, 0.768)  0.080
H (-2.386, 2.187, 1.413)  0.082
H (-3.150, 2.292, -0.185)  0.078
H (-1.581, 4.872, -1.013)  0.077
H (-1.864, 3.469, -2.079)  0.088
H (-0.207, 4.026, -1.774)  0.070
H (-0.508, 4.449, 1.302)  0.082
H (0.856, 3.650, 0.470)  0.064
H (-0.028, 2.787, 1.730)  0.082
H (-0.120, 2.436, -5.072)  0.081
H (1.428, 1.947, -5.803)  0.075
H (1.409, 2.932, -4.319)  0.083
H (-0.878, 0.039, -4.877)  0.078
H (0.160, -1.156, -4.075)  0.069
H (0.628, -0.502, -5.661)  0.083
H (2.832, 1.210, -3.098)  0.076
H (2.881, 0.318, -4.638)  0.085
H (2.360, -0.494, -3.145)  0.054
Cl (3.016, -4.735, -2.099)  -0.083
Si (1.544, -3.145, -1.569)  -0.249
Cl (-0.105, -4.166, -2.578)  0.000
Cl (1.161, -3.907, 0.475)  0.218
O (-0.943, -0.285, 3.313)  -0.160
N (-0.380, -0.687, 2.220)  -0.692
O (0.454, 0.203, 1.584)  -0.215
O (0.269, -1.860, 2.181)  -0.269

Results
<S²> = 0.77
E_HOMO (alpha / beta) = -0.879 / -0.840 eV
Frontier orbital gap (alpha / beta) = 5.345 / 5.303 eV
Multiplicity = 2
Net charge = -2
Molar mass = 788.0 u
Energy relative to the best compared isomer or geometry (same formula, charge and spin) = 35.0 kcal per mole
E_tot = -138318.6347 eV